Record 1
C4H5NO in the gas phase, computed with ωB97M-V/def2-TZVPD.

Summary:
* lowest unoccupied orbital energy: 0.6 eV
* frontier orbital gap: 8.72 eV
* ΔE to the lowest compared entry with this formula, charge and spin: 95.64 kcal/mol

XYZ file:
```
11
Properties=species:S:1:pos:R:3:forces:R:3:lowdin_charge:R:1
N 0.0089 1.0987 1.3734 0.0 0.2 0.2 0.077
C -0.0315 0.2129 0.2249 0.2 -0.2 0.1 -0.376
C 0.9499 -0.6911 0.4765 -0.2 0.0 -0.2 -0.114
O 0.9565 -1.5545 -0.5870 0.0 0.0 0.0 -0.049
C -0.0169 -1.1557 -1.4562 -0.1 0.0 -0.1 -0.149
C -0.6821 -0.0510 -1.0156 0.0 -0.1 0.0 -0.033
H 0.3011 2.0594 1.1981 0.0 -0.2 0.0 0.129
H -0.8038 1.0882 1.9886 0.1 0.0 -0.1 0.129
H 0.9355 0.2888 1.6680 -0.2 0.2 0.0 0.175
H -0.1251 -1.7530 -2.3514 0.0 0.1 0.1 0.115
H -1.4926 0.4574 -1.5195 0.1 -0.1 0.1 0.095
```
Forces are in eV/Å.

***

Record 2
C5H9NO in the gas phase, computed with ωB97M-V/def2-TZVPD.

Summary:
* lowest unoccupied orbital energy: 0.9 eV
* frontier orbital gap: 10.58 eV
* ΔE to the lowest compared entry with this formula, charge and spin: 41.71 kcal/mol

XYZ file:
```
16
Properties=species:S:1:pos:R:3:forces:R:3:lowdin_charge:R:1
C 2.2312 -0.8102 -1.4595 -0.2 0.0 -0.1 -0.055
N 1.0092 -0.4928 -1.4058 0.4 -0.1 0.0 -0.023
C 0.5981 0.4323 -0.3591 0.0 0.1 0.1 -0.241
C -0.8621 0.1980 0.0231 0.0 0.0 -0.1 -0.351
C -1.2963 1.1209 1.1689 0.0 0.0 0.1 -0.062
C -1.0944 -1.2367 0.4507 -0.3 -0.1 0.0 -0.252
O -2.1336 -1.8284 0.2898 0.5 0.2 0.1 0.061
H 2.5701 -1.4921 -2.2409 -0.1 0.1 0.1 0.068
H 2.9935 -0.4306 -0.7622 -0.2 0.0 0.0 0.079
H 0.6946 1.4539 -0.7484 0.0 -0.1 0.1 0.127
H 1.2469 0.3626 0.5320 -0.1 0.0 -0.1 0.119
H -1.4963 0.3727 -0.8528 0.1 0.0 0.1 0.146
H -0.7288 0.9129 2.0848 -0.1 0.0 -0.1 0.084
H -2.3590 0.9859 1.3902 0.2 0.0 0.0 0.085
H -1.1299 2.1709 0.9044 0.0 -0.2 0.0 0.081
H -0.2431 -1.7191 0.9847 -0.1 0.0 0.0 0.134
```
Forces are in eV/Å.

***

Record 3
A molecular structure, C45H60BrFINO4P2Si2, computed with ωB97M-V/def2-TZVPD.

Summary:
* lowest unoccupied orbital energy: -0.1 eV
* frontier orbital gap: 8.41 eV

XYZ file:
```
117
Properties=species:S:1:pos:R:3:forces:R:3:lowdin_charge:R:1
C -2.9532 -3.7707 -3.8111 1.0 0.3 0.0 -0.080
C -1.6719 -3.8611 -2.7497 0.3 0.4 -1.7 -0.301
O -1.5431 -5.1747 -2.0997 0.1 1.6 2.3 -0.327
Si -1.1240 -5.0440 -0.3983 -2.0 -2.0 -1.7 0.011
Br -0.6866 -7.2207 0.3148 -0.4 1.3 -0.6 0.350
O -2.5446 -4.5269 0.5243 3.3 -0.3 1.6 -0.367
Si -2.1290 -4.1336 2.1869 1.5 0.3 -1.1 0.430
F -0.7433 -5.0161 2.8383 -3.0 2.0 -1.5 -0.245
C -1.9083 -2.2195 2.3372 0.3 0.8 -0.1 -0.341
C -1.0869 -1.7347 3.6832 0.1 1.4 -0.8 -0.329
C 0.0178 -0.6011 3.1513 0.6 -1.5 0.6 -0.584
I -1.1408 1.0981 2.2990 0.6 -0.8 0.5 0.732
P -3.8622 -4.6927 3.4860 -2.5 -3.4 2.5 0.618
N -3.8008 -6.3143 3.7613 -1.5 3.1 -1.3 -0.244
O -3.7253 -3.9274 5.0661 0.6 0.9 -3.2 -0.266
O -5.3399 -4.1944 2.7021 1.5 -0.2 2.2 -0.277
P 0.6300 -3.7961 0.0382 1.3 1.0 0.6 0.822
C 1.9177 -4.6743 1.1390 1.3 -1.1 1.2 -0.473
C 3.4171 -4.8107 0.4933 0.7 -0.8 0.9 -0.189
C 1.3909 -3.0100 -1.5261 0.8 1.1 -1.3 -0.423
C 0.7034 -1.4913 -1.6600 0.1 -0.2 0.6 -0.200
H -2.6765 -4.3781 -4.7965 -0.7 1.1 2.3 0.077
H -3.9644 -4.1438 -3.3485 2.1 0.8 -0.9 0.090
H -3.0004 -2.6315 -4.1537 -0.1 -2.4 0.8 0.083
H -1.6798 -3.0124 -1.9441 -0.2 -1.3 -1.6 0.098
H -0.7036 -3.7335 -3.4361 -2.0 -0.1 1.6 0.119
H -1.3632 -1.8484 1.3467 -1.1 -0.8 2.2 0.039
H -2.9498 -1.6765 2.3546 1.8 -1.3 -0.2 0.090
H -0.5800 -2.6040 4.2808 -0.8 1.7 -1.3 0.113
H -1.8319 -1.1401 4.3906 1.6 -1.4 -1.3 0.100
H 0.6853 -1.0164 2.2594 -1.6 0.8 1.9 0.065
H 0.7258 -0.2384 4.0193 -1.6 -0.5 -1.8 0.071
H -4.7040 -6.7139 3.3764 1.4 0.4 0.6 -0.013
H -3.2959 -3.0157 4.9736 -0.9 -1.6 0.2 0.051
H -6.1019 -4.2721 3.3511 1.4 0.1 -0.9 0.084
H 1.5915 -5.7660 1.4704 0.4 2.4 -0.9 0.057
H 1.9948 -4.0582 2.1582 -0.2 -1.2 -2.4 0.085
H 3.8384 -3.8404 -0.0065 -1.0 -1.9 0.8 0.059
H 3.5102 -5.7590 -0.2216 -0.4 2.3 1.3 0.092
H 4.1509 -5.0502 1.4041 -1.6 0.5 -1.9 0.086
H 1.2663 -3.6509 -2.5016 0.1 1.2 2.0 0.077
H 2.5594 -2.7925 -1.4260 -2.6 -0.9 0.1 0.083
H 0.3542 -1.2614 -2.7584 0.8 -0.3 2.2 0.073
H 1.4981 -0.7053 -1.2580 -1.8 -1.6 -1.1 0.088
H -0.2129 -1.4279 -0.9105 1.8 0.0 -1.7 0.043
C 2.4194 3.4939 3.3325 0.1 -0.1 -0.1 -0.105
C 3.5976 4.1458 3.6953 0.0 -0.1 0.0 -0.092
C 4.8089 3.4547 3.6871 -0.2 -0.1 -0.1 -0.089
C 4.8433 2.1130 3.3061 -0.1 0.1 0.0 -0.095
C 3.6656 1.4621 2.9397 0.0 0.2 0.1 -0.093
C 2.4530 2.1507 2.9569 0.2 0.1 0.1 -0.116
H 1.4751 4.0318 3.3423 0.1 -0.1 0.0 0.103
H 3.5717 5.1932 3.9855 0.0 -0.1 -0.1 0.091
H 5.7257 3.9611 3.9763 -0.1 -0.1 -0.1 0.100
H 5.7879 1.5756 3.2950 -0.1 0.1 0.0 0.100
H 3.6929 0.4170 2.6413 0.0 0.1 0.0 0.098
H 1.5349 1.6418 2.6767 0.3 0.2 0.0 -0.018
C 0.2113 3.0892 -5.0801 -0.1 -0.1 0.1 -0.095
C -0.6978 2.3881 -5.8718 0.0 -0.1 0.2 -0.096
C -1.4252 1.3294 -5.3287 0.1 0.1 0.1 -0.093
C -1.2504 0.9780 -3.9898 0.1 0.2 -0.1 -0.100
C -0.3440 1.6816 -3.1972 0.0 0.0 -0.1 -0.103
C 0.3902 2.7343 -3.7428 -0.1 -0.1 -0.1 -0.091
H 0.7806 3.9120 -5.5046 -0.1 -0.1 0.1 0.101
H -0.8389 2.6664 -6.9131 0.0 0.0 0.1 0.099
H -2.1285 0.7790 -5.9476 0.1 0.1 0.1 0.086
H -1.8208 0.1561 -3.5651 0.1 0.1 0.0 0.093
H -0.2092 1.4086 -2.1535 0.0 0.0 -0.1 0.092
H 1.1002 3.2786 -3.1265 -0.1 -0.1 -0.1 0.101
C 2.5011 -6.9849 -5.1428 -0.2 0.1 0.0 -0.100
C 1.7674 -7.4175 -4.0386 -0.1 0.1 -0.1 -0.093
C 0.3929 -7.1889 -3.9807 0.1 0.0 -0.1 -0.091
C -0.2500 -6.5357 -5.0327 0.2 0.0 0.0 -0.099
C 0.4832 -6.1065 -6.1386 0.1 -0.1 0.1 -0.097
C 1.8592 -6.3269 -6.1922 -0.1 -0.1 0.2 -0.101
H 3.5729 -7.1603 -5.1860 -0.1 0.0 0.0 0.098
H 2.2673 -7.9325 -3.2221 -0.1 0.1 -0.1 0.100
H -0.1775 -7.5201 -3.1171 0.1 0.1 -0.1 0.088
H -1.3220 -6.3618 -4.9899 0.2 0.0 0.0 0.091
H -0.0183 -5.5990 -6.9590 0.1 -0.1 0.1 0.099
H 2.4310 -5.9875 -7.0514 -0.1 -0.1 0.1 0.098
C -0.4727 4.0332 6.9103 0.1 0.2 0.1 -0.090
C 0.8131 4.1967 6.3960 -0.1 0.1 0.1 -0.089
C 1.5842 5.2936 6.7795 -0.2 0.0 0.1 -0.091
C 1.0725 6.2226 7.6859 -0.1 -0.2 -0.1 -0.100
C -0.2121 6.0570 8.2031 0.0 -0.1 -0.1 -0.097
C -0.9866 4.9650 7.8124 0.2 0.0 -0.1 -0.096
H -1.0746 3.1800 6.6086 0.1 0.1 0.0 0.099
H 1.2144 3.4690 5.6950 -0.1 0.1 0.1 0.083
H 2.5835 5.4243 6.3734 -0.1 -0.1 0.0 0.081
H 1.6750 7.0749 7.9886 -0.1 -0.1 0.0 0.099
H -0.6101 6.7802 8.9107 0.1 -0.1 -0.1 0.100
H -1.9893 4.8393 8.2113 0.1 0.0 0.0 0.100
C -6.2029 -0.5845 -8.1441 0.1 0.1 0.1 -0.097
C -4.9171 -0.4210 -8.6584 -0.1 0.1 0.1 -0.097
C -4.1460 0.6759 -8.2749 -0.2 0.0 0.1 -0.106
C -4.6577 1.6049 -7.3685 -0.1 -0.1 -0.1 -0.106
C -5.9423 1.4393 -6.8513 0.0 -0.1 -0.1 -0.094
C -6.7168 0.3474 -7.2420 0.2 0.0 -0.1 -0.096
H -6.8048 -1.4377 -8.4458 0.1 0.1 0.0 0.100
H -4.5158 -1.1486 -9.3594 -0.1 0.1 0.1 0.100
H -3.1467 0.8067 -8.6810 -0.1 0.0 0.0 0.099
H -4.0552 2.4572 -7.0658 -0.1 -0.1 0.0 0.098
H -6.3403 2.1625 -6.1437 0.1 -0.1 -0.1 0.101
H -7.7195 0.2216 -6.8431 0.1 0.0 0.0 0.100
C 2.7736 9.7405 3.9424 0.2 -0.1 0.0 -0.094
C 3.9271 10.0881 3.2400 0.0 -0.1 0.1 -0.096
C 5.1370 9.4575 3.5288 -0.2 -0.1 0.1 -0.096
C 5.1913 8.4713 4.5142 -0.1 0.1 -0.1 -0.097
C 4.0369 8.1211 5.2140 0.0 0.1 -0.1 -0.108
C 2.8289 8.7583 4.9316 0.1 0.0 -0.1 -0.093
H 1.8316 10.2345 3.7194 0.1 -0.1 0.0 0.101
H 3.8833 10.8517 2.4675 0.0 -0.1 0.1 0.100
H 6.0370 9.7333 2.9860 -0.1 0.0 0.1 0.100
H 6.1331 7.9764 4.7360 -0.1 0.1 0.0 0.100
H 4.0791 7.3514 5.9807 0.0 0.1 -0.1 0.089
H 1.9310 8.4891 5.4808 0.1 0.0 -0.1 0.094
```
Forces are in eV/Å.

***

Record 4
2 unconnected molecules or ions with the total composition C4H12OS, computed with ωB97M-V/def2-TZVPD.

Summary:
* lowest unoccupied orbital energy: 0.8 eV
* frontier orbital gap: 9.48 eV
* ΔE to the lowest compared entry with this formula, charge and spin: 40.22 kcal/mol

XYZ file:
```
18
Properties=species:S:1:pos:R:3:forces:R:3:lowdin_charge:R:1
C -2.4588 0.1968 -1.4564 1.3 -3.2 -3.0 -0.111
C -0.8762 0.0996 -1.4208 -1.7 0.2 -0.1 -0.313
C -0.3854 1.2097 -0.5015 -1.7 1.7 -1.4 -0.587
S 1.2329 1.1899 0.2283 0.8 -0.2 0.0 0.826
C 1.6480 -0.5308 0.6834 -1.1 -0.3 0.1 -0.415
H -2.8003 -0.6093 -2.2721 0.6 1.4 1.8 0.109
H -2.8288 -0.1602 -0.5272 -0.9 0.4 0.8 0.049
H -2.8262 1.1044 -1.9149 0.0 0.5 0.7 0.060
H -0.6401 0.1554 -2.5006 0.9 0.2 0.8 0.109
H -0.5396 -0.8332 -1.0033 -0.3 -0.8 -0.2 0.070
H -1.1088 1.3828 0.3387 0.3 -0.2 -1.0 0.076
H -0.5034 2.0834 -1.2654 0.8 -0.7 2.0 0.114
H 2.6826 -0.4547 0.7220 2.2 -0.2 -1.0 -0.005
H 1.5840 -0.9090 1.7137 -1.1 0.8 0.2 0.036
H 1.2775 -1.3232 0.0003 0.6 0.7 0.1 0.055
O -0.2058 -2.6372 1.8855 1.2 0.5 -1.1 -0.082
H -0.4548 -2.1546 2.6673 -0.2 0.2 0.5 0.025
H 0.5131 -2.0740 1.4764 -1.5 -1.2 0.8 -0.017
```
Forces are in eV/Å.

***

Record 5
A molecular structure, C9H13O7PPt, computed with ωB97M-V/def2-TZVPD.

Summary:
* lowest unoccupied orbital energy (alpha / beta): -7.5 / -10.1 eV
* 2S+1: 3
* frontier orbital gap (alpha / beta): 7.12 / 7.49 eV
* total charge: +2
* ΔE to the lowest compared entry with this formula, charge and spin: 0.00 kcal/mol

XYZ file:
```
31
Properties=species:S:1:pos:R:3:forces:R:3:lowdin_charge:R:1
Pt -0.1187 1.6464 -1.3003 -0.1 1.5 0.7 1.052
C -0.1171 2.3226 0.5777 0.1 1.2 5.7 -0.179
O -0.1041 2.6932 1.6650 0.0 -0.8 -3.6 0.227
C -0.1351 3.5146 -2.0795 0.0 5.2 -1.9 -0.104
O -0.1389 4.6100 -2.4300 0.0 -4.0 1.2 0.243
C -2.1052 1.3749 -1.2029 -6.1 -1.2 0.3 -0.172
O -3.2163 1.1729 -0.9951 3.4 0.7 -0.4 0.232
C 1.8778 1.4246 -1.2463 6.0 -1.0 0.1 -0.165
O 3.0019 1.2744 -1.0755 -3.3 0.6 -0.3 0.232
C -0.1150 -0.2157 -2.5399 0.0 -0.7 -2.2 -0.240
H 0.8137 -0.7708 -2.3810 -0.3 0.2 0.0 0.079
H -1.0402 -0.7787 -2.3865 0.3 0.2 0.0 0.076
C -0.1177 0.9200 -3.3918 0.0 -2.0 -0.4 -0.175
H -1.0521 1.2048 -3.8885 0.4 0.1 0.3 0.099
H 0.8150 1.2084 -3.8895 -0.4 0.1 0.3 0.099
C 0.1718 -3.4321 -0.0212 0.5 -0.6 -0.7 -0.062
O -0.5035 -2.3897 0.7200 0.1 1.8 -0.6 -0.257
P -0.2162 -0.7989 0.4919 0.6 -1.1 3.5 0.859
O -1.2329 -0.1143 1.5332 0.9 -0.4 -1.9 -0.346
C -1.4753 -0.3656 2.9339 -0.3 -0.2 0.8 -0.042
O 1.2972 -0.5555 1.0444 -1.5 0.1 -1.5 -0.340
C 1.7357 -0.4217 2.4164 0.4 -0.2 0.5 -0.044
H 1.2416 -3.2200 -0.1904 -0.4 0.1 0.3 0.098
H -0.3068 -3.5893 -1.0012 0.0 0.1 0.5 0.100
H 0.0777 -4.3471 0.5692 0.0 0.3 -0.1 0.110
H -2.5488 -0.2197 3.0720 0.2 -0.2 0.0 0.111
H -1.1782 -1.3735 3.2590 -0.1 0.3 -0.4 0.107
H -0.9319 0.3869 3.5114 -0.1 -0.1 -0.1 0.097
H 1.5240 0.5850 2.7863 0.0 -0.1 -0.1 0.090
H 1.2798 -1.1731 3.0718 0.1 0.1 -0.3 0.102
H 2.8178 -0.5731 2.3674 -0.3 0.0 0.2 0.112
```
Forces are in eV/Å.

***

For the records above, the corresponding strongest force on any atom values read 0.329; 0.526; 4.955; 4.537; 6.267 eV/Å.